A molecular structure, CH25LiO12 in a non-equilibrium geometry. Source: the Open Molecules 2025 dataset; level of theory: ωB97M-V with the def2-TZVPD basis set.

CARTESIAN COORDINATES (ANGSTROEM)
Li 1.96556 1.70577 -1.61072
C 0.31756 0.19977 -0.94072
O 0.28956 1.59077 -0.50272
H 1.33856 -0.35223 -0.75972
H 0.14656 0.35477 -2.07572
H -0.63544 -0.31123 -0.45072
O 3.62156 1.23577 -0.20972
H 3.98256 1.98577 0.18928
H 4.33756 0.76477 -0.44572
O -3.34644 -0.81223 0.93928
H -2.83944 -0.01523 0.80428
H -2.80044 -1.42123 0.52928
O -1.27744 3.09277 -2.04772
H -0.72444 2.72377 -1.26772
H -1.50444 3.85877 -1.85572
O 0.41756 -2.92823 -1.14872
H 0.74356 -2.12023 -1.02572
H 0.16756 -2.88623 -1.99372
O -3.28344 1.19377 -2.67472
H -2.48744 1.58477 -2.19072
H -3.57444 1.99577 -3.03272
O 3.48856 -2.74423 0.53428
H 3.57556 -2.04523 1.19728
H 3.40256 -2.36223 -0.35472
O 0.78356 3.30477 1.86428
H 0.63156 2.62677 2.50028
H 0.73256 2.93077 1.03028
O -1.96544 -2.97523 -0.00872
H -1.20944 -2.98523 -0.65672
H -2.29544 -3.91123 0.36128
O 1.26156 -0.50323 2.25328
H 1.39256 -0.27723 1.29728
H 2.01656 -0.76023 2.74128
O -1.90744 1.35577 0.95028
H -1.10844 1.43377 0.40228
H -2.55644 2.20577 0.99928
O -0.37744 -2.64323 2.38828
H -0.64144 -2.34323 1.57028
H -0.07844 -1.74723 2.70128

Output
energy relative to the best compared isomer or geometry (same formula, charge and spin)	192.3	kJ/mol
strongest force on any atom	12.29	eV/A
orbital gap	0.267	hartree

12 unconnected molecules or ions with the total composition CH26N2O12 in a non-equilibrium geometry. Source: the Open Molecules 2025 dataset; level of theory: ωB97M-V with the def2-TZVPD basis set.

CARTESIAN COORDINATES (ANGSTROEM)
N -2.69112 0.47961 1.97834
C -2.34226 1.20443 0.87288
N -3.02569 0.81934 -0.26640
O -1.63323 2.20179 0.91901
H -2.06371 0.57786 2.75877
H -3.18405 -0.37947 1.80019
H -2.93182 1.41132 -1.07376
H -3.15206 -0.17377 -0.40590
H 1.83589 -2.10621 -2.11339
H 0.90994 -2.52227 -3.24726
O 1.77260 -2.12771 -3.08642
H 2.67622 0.53685 0.99799
H 2.27220 0.63473 2.52320
O 2.88121 0.22015 1.91222
H 1.07031 -0.47727 1.67910
H -0.03863 0.33510 1.04700
O 0.24487 -0.00354 1.90363
H 2.66188 1.62011 -0.88083
H 1.64770 2.38895 0.21029
O 1.93394 1.56857 -0.23841
H 0.82357 -0.77102 -0.75811
H 2.21772 -0.63211 -0.02131
O 1.65355 -1.22088 -0.50832
H 3.35363 -0.23797 -2.12052
H 2.21660 0.64789 -2.79716
O 3.12986 0.60555 -2.51837
H -0.45545 -1.12625 -2.39746
H -1.74048 -1.74986 -2.76933
O -1.03580 -1.85803 -2.10883
H -0.17659 1.37198 -1.07934
H -1.25847 0.33735 -1.26173
O -0.37196 0.56177 -1.58322
H -2.14752 -2.10697 0.81780
H -2.51794 -2.07192 -0.76961
O -2.73832 -1.80341 0.12865
H -0.91793 -1.46763 2.87841
H 0.08915 -2.40368 2.26175
O -0.45037 -2.28771 3.04522
H -0.16109 3.65341 1.13289
H 0.85379 2.85283 1.92851
O 0.78987 3.49807 1.20980

Output
strongest force on any atom	1.61	eV/A
orbital gap	0.394	hartree

A molecular structure, CH2Br2O4ReS in a non-equilibrium geometry. Source: the Open Molecules 2025 dataset; level of theory: ωB97M-V with the def2-TZVPD basis set.

CARTESIAN COORDINATES (ANGSTROEM)
Re -0.12640 1.00660 0.92450
Br 2.30620 0.25940 0.57680
C 2.51480 -0.28060 2.47810
Br 0.70740 0.23010 3.17560
H 3.30200 0.30410 2.98650
H 2.69810 -1.36870 2.57340
O -1.90620 1.63770 1.02370
S -1.85410 1.59860 -0.52550
O -2.93670 1.95040 -1.30400
O -1.24140 0.17110 -0.54360
O -0.49690 2.28060 -0.61290

Output
2S+1	4
net charge	+2
strongest force on any atom	2.69	eV/A
orbital gap (spin up / spin down)	0.317 / 0.309	hartree

A molecular structure, CH2Br2S in a non-equilibrium geometry. Source: the Open Molecules 2025 dataset; level of theory: ωB97M-V with the def2-TZVPD basis set.

CARTESIAN COORDINATES (ANGSTROEM)
C -1.32570 -0.33868 -0.47109
S 0.20786 -0.68241 -0.58548
Br -1.78479 1.12464 0.64062
Br 3.10354 0.42656 0.73629
H -2.13090 -1.04010 -0.57912
H 1.93000 0.50999 0.25877

Output
energy relative to the best compared isomer or geometry (same formula, charge and spin)	94.6	kJ/mol
strongest force on any atom	6.23	eV/A
orbital gap	0.308	hartree

A molecular structure, CH2BrClFNO2S in a non-equilibrium geometry. Source: the Open Molecules 2025 dataset; level of theory: ωB97M-V with the def2-TZVPD basis set.

CARTESIAN COORDINATES (ANGSTROEM)
C -1.10058 -0.03076 -0.46115
N 1.31064 -0.63036 0.08096
O -0.06205 0.55752 1.76498
O 0.66269 1.89863 -0.10468
F -0.91116 -0.07308 -1.75811
S 0.30143 0.62733 0.40159
Cl -2.45612 1.11541 -0.10003
Br -1.43895 -1.80413 0.01331
H 2.01594 -0.60522 -0.78589
H 1.67815 -1.05534 0.94901

Output
energy relative to the best compared isomer or geometry (same formula, charge and spin)	66.2	kJ/mol
strongest force on any atom	3.59	eV/A
orbital gap	0.405	hartree

2 unconnected molecules or ions with the total composition CH2BrClNO2 in a non-equilibrium geometry. Source: the Open Molecules 2025 dataset; level of theory: ωB97M-V with the def2-TZVPD basis set.

CARTESIAN COORDINATES (ANGSTROEM)
C -0.73425 -0.26792 0.95841
N 2.52339 1.13409 0.47545
O 1.53938 1.21239 1.22907
O -1.46918 -0.34968 -0.03200
Cl 0.35544 -1.78028 1.25528
Br 2.64668 2.88204 -0.59027
H -1.38534 -0.06523 1.94748
H 0.33586 0.43617 0.81809

Output
energy relative to the best compared isomer or geometry (same formula, charge and spin)	151.0	kJ/mol
net charge	-1
strongest force on any atom	3.15	eV/A
orbital gap (spin up / spin down)	0.232 / 0.324	hartree